A cluster of 2 separate species, C8H8BBrO8P in total, computed with ωB97M-V/def2-TZVPD.

```
27
Properties=species:S:1:pos:R:3:forces:R:3:mulliken_charge:R:1
C 4.5849 -0.2652 -0.5556 0.072 0.129 0.690 -0.9232
C 3.5709 1.0382 -0.5026 0.251 0.129 0.497 -0.2543
O 3.0499 1.4326 -1.8464 -0.569 -2.749 1.853 -0.4700
B 2.0253 0.4087 -2.2237 -1.497 0.099 -0.043 0.4861
O 2.4060 -0.5442 -3.3249 1.164 -0.063 3.072 -0.6028
C 0.5605 0.2284 -1.4985 -0.568 -0.543 0.106 0.1908
C -0.0695 -1.1532 -1.5042 -1.594 2.477 1.882 -0.4833
C -1.5301 -1.2597 -0.6947 -1.204 -1.328 -1.419 0.1858
O -2.5760 -1.9389 -1.1724 5.017 2.681 2.559 -0.6828
C -1.5736 -0.3707 0.7222 2.160 2.698 -1.864 0.2006
Br -2.3786 -1.1052 2.4025 0.712 0.853 -2.025 -0.1921
C -0.9509 1.0142 0.7186 -0.486 -3.010 -1.745 -0.3958
C -0.2835 1.4633 -0.7483 -0.321 1.466 -0.289 0.3782
O -0.4538 2.6779 -1.2784 1.278 -5.555 2.615 -0.7039
H 3.9565 -1.2481 -0.3873 1.285 1.878 -0.566 0.2307
H 5.2342 -0.3246 -1.5323 -1.439 0.186 1.771 0.2044
H 5.3423 -0.1874 0.3563 -1.559 -0.182 -1.794 0.3156
H 2.7072 0.7624 0.2590 1.518 0.623 -1.767 0.1868
H 4.1380 1.9628 -0.0487 -0.960 -1.680 -1.085 0.2881
H 3.0762 -1.1700 -2.8738 -1.343 1.439 -1.253 0.2466
H 0.4489 -2.0725 -2.0132 -1.406 1.959 0.961 0.1650
H -0.9047 1.6975 1.6818 -0.306 -1.471 -2.368 0.2452
O -7.4114 0.3763 3.7005 -0.155 0.003 0.321 -0.7338
P -6.0761 -0.2093 3.2128 -0.526 -0.032 0.274 0.8859
O -6.1514 -1.7449 3.2349 -0.137 -0.152 -0.283 -0.6285
O -4.9419 0.2620 4.1381 0.262 0.325 -0.023 -0.5978
O -5.7990 0.2695 1.7783 0.352 -0.180 -0.075 -0.5416
```
Forces are in eV/Å.

Results
Molar mass ... 353.83 g/mol
Lowest unoccupied orbital energy ... 0.2056 Eh
Net charge ... -3
E_tot ... -3851.45251 hartree
HOMO ... 3.4987 eV
Relative energy (zero: lowest compared OMol25 entry of this formula, charge and spin) ... 606.65 kJ/mol
Orbital gap ... 2.10 eV


A structure of composition C8H8BeNO2Se4, computed with ωB97M-V/def2-TZVPD.

```
24
Properties=species:S:1:pos:R:3:forces:R:3:mulliken_charge:R:1
Be -0.1228 0.6528 0.0364 0.069 0.043 -0.073 -0.1599
Se 2.4268 1.1177 1.6154 -0.148 -0.026 -0.008 0.5793
Se 3.3912 0.4544 -0.3974 -0.055 0.111 0.004 -0.0223
Se 2.4426 2.5044 -1.0627 -0.005 -0.126 -0.034 -0.0069
Se 0.3077 1.8103 -1.7032 0.036 -0.019 0.051 -0.1269
C -3.5108 -1.0068 0.2068 -0.017 0.040 0.000 -1.4035
C -2.1321 -1.2001 -0.3220 -0.042 -0.128 0.084 1.3750
O -1.2626 -0.3683 0.0080 -0.024 0.094 -0.024 -0.3612
C -1.7978 -2.3250 -1.1762 0.124 -0.015 -0.097 0.6166
C -0.5250 -2.4052 -1.7594 -0.037 0.037 0.033 -0.1150
C -0.2085 -3.4608 -2.5885 0.027 -0.025 -0.025 -0.7262
C -1.1515 -4.4523 -2.8383 -0.022 0.045 0.040 -0.3583
C -2.4152 -4.3844 -2.2641 0.003 -0.072 -0.046 -0.8476
C -2.7417 -3.3253 -1.4417 -0.038 0.075 0.058 -0.3014
H -3.5560 -0.1039 0.8077 -0.003 -0.003 -0.003 0.3245
H -3.8000 -1.8653 0.8154 0.013 0.005 0.005 0.4252
H -4.2200 -0.9419 -0.6195 -0.007 0.002 0.001 0.4362
H 0.2037 -1.6278 -1.5744 0.016 0.008 0.004 0.1653
H 0.7693 -3.5169 -3.0466 -0.002 0.005 0.009 0.4091
H -0.8999 -5.2812 -3.4865 -0.004 -0.002 -0.001 0.4059
H -3.1434 -5.1585 -2.4628 0.001 0.006 0.004 0.4028
H -3.7283 -3.2791 -1.0013 0.007 -0.009 -0.013 0.3547
O 1.3759 -0.2355 2.1504 0.084 -0.078 -0.002 -0.3337
N 0.6743 0.8696 1.4428 0.023 0.035 0.033 0.2685
```
Forces are in eV/Å.

Results
Molar mass ... 475.01 g/mol
Lowest unoccupied orbital energy ... -0.1696 Eh
Net charge ... +1
E_tot ... -10135.11807 hartree
HOMO ... -11.8354 eV
Relative energy (zero: lowest compared OMol25 entry of this formula, charge and spin) ... 98.25 kJ/mol
Orbital gap ... 7.22 eV


The molecule C8H8Br2N2O3, computed with ωB97M-V/def2-TZVPD.

```
23
Properties=species:S:1:pos:R:3:forces:R:3:lowdin_spin:R:1
C 3.1207 -0.6471 0.0345 -0.358 0.359 0.064 0.0026
C 0.4048 0.2157 -1.0764 -0.740 -0.394 -0.259 0.0017
C 1.8604 -0.4999 0.6809 -0.988 3.030 -0.982 0.0528
C 0.7274 -0.9545 -0.1886 -1.119 -2.734 -0.241 0.0051
C 0.0265 1.1827 0.0277 -0.807 2.095 -0.386 0.0055
C -1.0319 0.4048 0.8596 0.912 0.725 0.867 0.0038
C -0.4775 -1.1018 0.7714 -3.355 0.814 -0.663 0.0006
C 1.2901 1.2599 0.8423 2.437 -2.230 -0.936 0.0097
N 4.0460 -0.8002 -0.6138 1.057 -0.109 -0.491 0.0140
N 2.3616 2.0550 0.2158 -10.382 -3.351 3.682 0.4272
O 3.3076 2.2223 0.9167 8.464 1.791 3.831 0.7872
O 2.2681 2.2691 -0.9450 1.512 2.267 -7.400 0.5995
O -2.3098 0.5399 0.3201 -0.150 0.561 1.291 0.0008
Br -0.0972 -2.0690 2.3494 0.114 -0.374 1.285 0.0023
Br 1.3246 1.7233 2.6976 -0.328 0.175 0.259 0.0796
H 1.2135 0.4681 -1.7503 0.091 0.263 0.177 0.0003
H -0.4731 0.0455 -1.6809 -0.338 -0.291 -0.405 -0.0001
H 1.8526 -0.8714 1.6463 0.227 -0.785 1.693 0.0024
H 0.8589 -1.9207 -0.7398 0.377 0.813 0.499 0.0025
H -0.4055 2.1886 -0.3895 0.996 -1.665 1.127 0.0009
H -1.1503 0.9066 1.8379 0.486 -0.859 -0.144 0.0017
H -1.4797 -1.6748 0.5215 2.378 0.961 -0.708 0.0000
H -2.2937 0.0575 -0.4683 -0.485 -1.061 -2.158 0.0000
```
Forces are in eV/Å.

Results
Molar mass ... 339.97 g/mol
Lowest unoccupied orbital energy (alpha / beta) ... 0.0131 / -0.1451 Eh
2S+1 ... 3
Net charge ... 0
E_tot ... -5792.59832 hartree
HOMO (alpha / beta) ... -7.7474 / -10.4554 eV
Orbital gap (alpha / beta) ... 8.10 / 6.51 eV


A structure of composition C8H8BrF, computed with ωB97M-V/def2-TZVPD.

```
18
Properties=species:S:1:pos:R:3:forces:R:3:mulliken_charge:R:1
C 1.9937 1.6550 0.1218 -2.881 -1.360 0.294 -0.3598
C 0.8532 2.3368 0.5620 2.263 0.556 -0.970 -0.4519
C 1.8976 0.2804 -0.2155 0.482 2.890 1.498 -0.7887
C -0.3520 1.6881 0.5809 0.214 1.735 0.867 -0.5251
C 0.7103 -0.4007 0.0443 1.854 1.984 -0.920 -0.5209
C -0.3671 0.3580 0.3618 -5.039 -2.757 -0.034 0.8065
C -1.9750 -1.8966 -0.1887 0.290 1.685 2.244 -1.5786
C -2.1963 -0.5517 0.4564 5.227 1.915 0.477 0.6810
F -2.3281 -0.6030 1.8141 -0.796 -0.350 -0.513 -0.2392
Br -3.3814 0.7666 -0.3076 -0.039 -0.825 0.140 -0.1286
H 2.7979 2.3018 0.0961 2.281 0.375 -0.532 0.4140
H 1.0631 3.4217 0.7075 -1.014 -0.858 0.261 0.2793
H 2.8315 -0.0958 -0.5365 0.485 -1.286 -0.429 0.3695
H -1.1366 2.3573 0.8579 -1.209 -0.458 -0.018 0.3420
H 0.7979 -1.3979 -0.1823 -0.785 -2.395 -0.229 0.3307
H -1.1410 -2.4528 0.1587 0.995 0.061 0.839 0.3777
H -2.7438 -2.5500 -0.1506 -3.116 -1.906 0.901 0.4645
H -1.8735 -1.8300 -1.1818 0.788 0.995 -3.877 0.5277
```
Forces are in eV/Å.

Results
Molar mass ... 203.05 g/mol
Lowest unoccupied orbital energy ... 0.0268 Eh
Net charge ... 0
E_tot ... -2983.41346 hartree
HOMO ... -9.3690 eV
Relative energy (zero: lowest compared OMol25 entry of this formula, charge and spin) ... 0.00 kJ/mol
Orbital gap ... 10.10 eV


A cluster of 2 separate species, C8H8BrOP in total, computed with ωB97M-V/def2-TZVPD.

```
19
Properties=species:S:1:pos:R:3:forces:R:3:mulliken_charge:R:1
C -0.2278 2.1070 0.3142 -0.050 0.057 -0.026 -0.5853
C -1.0812 1.9330 -0.7629 0.005 0.078 0.097 -0.6781
C 0.4459 1.0195 0.8416 -0.036 -0.017 0.003 -0.6998
C -1.2541 0.6755 -1.3068 0.025 -0.126 -0.099 -0.6885
C 0.2992 -0.2487 0.3004 -0.058 0.136 -0.121 1.0091
C -0.5646 -0.4234 -0.7967 0.140 0.774 0.162 0.9953
C 1.0395 -1.4103 0.8717 0.016 -0.169 -0.043 -1.4579
C -0.6740 -1.7614 -1.3417 -1.797 -3.238 2.491 -0.2438
O 0.5363 -4.1824 -1.3999 -0.144 -1.320 0.535 -0.4192
P 0.7311 -2.8479 -1.9345 0.248 1.334 -0.411 0.2492
Br -1.6427 -2.0253 -2.9942 -0.301 0.170 -0.150 -0.1528
H -0.0860 3.0877 0.7437 -0.003 0.072 0.034 0.3876
H -1.6153 2.7755 -1.1761 -0.037 0.058 -0.039 0.3953
H 1.0994 1.1553 1.6921 0.073 -0.008 0.047 0.3403
H -1.9208 0.5452 -2.1470 -0.011 -0.028 -0.027 0.2651
H 1.5793 -1.1231 1.7706 0.063 -0.040 0.010 0.3882
H 0.3521 -2.2282 1.1077 0.067 -0.032 0.046 0.3524
H 1.7671 -1.8051 0.1494 0.014 0.023 0.201 0.2568
H -1.4638 -2.7868 -0.1601 1.785 2.276 -2.711 0.2859
```
Forces are in eV/Å.

Results
Molar mass ... 231.03 g/mol
Lowest unoccupied orbital energy ... -0.0128 Eh
Net charge ... 0
E_tot ... -3300.16445 hartree
HOMO ... -8.8709 eV
Relative energy (zero: lowest compared OMol25 entry of this formula, charge and spin) ... 0.00 kJ/mol
Orbital gap ... 8.52 eV


The molecule C8H8Cl3O3PS, computed with ωB97M-V/def2-TZVPD.

```
24
Properties=species:S:1:pos:R:3:forces:R:3:mulliken_charge:R:1
C 3.4314 0.3406 -2.4827 0.215 -0.270 0.003 -0.6068
O 2.2882 1.1403 -2.1715 -0.548 0.117 0.057 -0.3516
P 0.8111 0.5962 -2.1860 -0.543 0.082 -0.306 0.8425
S -0.5758 1.8936 -1.8199 0.794 -0.576 -0.187 -0.3290
O 0.7837 -0.1774 -3.5891 0.418 0.509 0.630 -0.3460
C -0.4371 -0.7122 -4.0754 -0.432 -0.170 -0.185 -0.6649
O 0.7684 -0.7051 -1.1832 0.189 0.384 -0.580 -0.4722
C 0.2083 -0.5888 0.0562 -0.353 0.101 0.803 -0.2915
C -1.1249 -0.9259 0.2436 0.313 0.062 0.062 -0.2066
C -1.7042 -0.8262 1.4952 0.289 0.101 0.208 0.0423
Cl -3.3597 -1.2291 1.7093 -0.175 -0.084 -0.119 -0.2005
C -0.9424 -0.3879 2.5789 -0.033 -0.095 -0.271 0.3717
Cl -1.6359 -0.2726 4.1434 -0.028 0.058 0.275 -0.1937
C 0.3851 -0.0421 2.3987 -0.023 -0.008 -0.186 -0.7278
C 0.9555 -0.1310 1.1415 -0.358 -0.211 -0.315 0.7871
Cl 2.5799 0.3469 0.8791 0.374 0.065 0.234 -0.1973
H 3.9160 0.7667 -3.3606 -0.066 -0.028 0.049 0.2628
H 4.1067 0.3824 -1.6265 -0.080 -0.025 -0.120 0.2368
H 3.1482 -0.6943 -2.6828 0.080 0.088 0.025 0.3296
H -0.3142 -0.8481 -5.1507 -0.052 -0.012 0.159 0.2340
H -1.2598 -0.0232 -3.8735 0.031 -0.013 -0.098 0.3455
H -0.6477 -1.6698 -3.5963 0.049 -0.021 -0.039 0.2528
H -1.7140 -1.2422 -0.5963 -0.122 -0.090 -0.218 0.4490
H 0.9709 0.3106 3.2300 0.063 0.036 0.119 0.4336
```
Forces are in eV/Å.

Results
Molar mass ... 321.55 g/mol
Lowest unoccupied orbital energy ... 0.0216 Eh
Net charge ... 0
E_tot ... -2655.58034 hartree
HOMO ... -9.1044 eV
Relative energy (zero: lowest compared OMol25 entry of this formula, charge and spin) ... 0.00 kJ/mol
SMILES ... COP(=S)(OC)Oc1cc(Cl)c(Cl)cc1Cl
Orbital gap ... 9.69 eV


A cluster of 3 separate species, C8H8ClNO3 in total, computed with ωB97M-V/def2-TZVPD.

```
21
Properties=species:S:1:pos:R:3:forces:R:3:mulliken_charge:R:1
O -0.0844 -2.0842 2.0920 1.327 -1.181 3.654 -0.3807
C -0.4837 -1.4243 1.2590 -1.288 -0.037 -4.146 0.5111
N -0.9001 -1.1892 0.1416 -0.261 -0.064 1.160 -0.3512
C -1.2020 -0.1102 -0.6408 0.109 1.303 -1.867 0.7704
C -0.4740 1.0795 -0.5142 -0.577 1.609 -1.790 -0.0326
C -0.7214 2.1540 -1.4719 -0.650 -2.469 1.677 -0.4849
C -1.6599 2.0195 -2.4699 0.339 1.570 -1.399 -0.5424
C -2.3435 0.7853 -2.5816 1.550 1.542 1.058 -0.2870
C -2.1365 -0.2620 -1.7524 1.590 -0.374 2.092 -0.5944
H 0.3401 1.3284 0.1968 -0.927 -0.894 -0.215 0.0114
H -0.2151 3.0488 -1.2386 0.580 1.006 -0.335 0.3994
H -1.7375 2.9204 -3.2440 -0.294 -2.274 1.737 0.2102
H -3.0606 0.6023 -3.2744 -1.874 -0.015 -2.438 0.4517
H -2.6275 -1.2068 -2.0077 0.220 0.270 0.661 0.3663
O 2.6888 -1.0774 1.0552 -0.351 2.383 -0.209 -0.4687
C 2.8129 -1.9433 1.8775 1.143 -2.729 -2.301 0.2320
O 2.6042 -1.8898 3.1321 0.409 -0.143 2.113 -0.3317
H 3.1843 -2.9289 1.4235 -0.670 0.770 1.462 0.3508
H 2.5039 -0.9881 3.5097 -0.393 -0.259 -0.473 0.3333
Cl 1.3288 1.0515 2.6320 1.280 -1.104 -0.655 -0.4630
H 2.1833 0.1146 1.8762 -1.263 1.089 0.215 0.3002
```
Forces are in eV/Å.

Results
Molar mass ... 201.61 g/mol
Lowest unoccupied orbital energy ... 0.0202 Eh
Net charge ... 0
E_tot ... -1050.28517 hartree
HOMO ... -8.6230 eV
Relative energy (zero: lowest compared OMol25 entry of this formula, charge and spin) ... 67.82 kJ/mol
SMILES ... O=C=Nc1ccccc1.O=CO.Cl
Orbital gap ... 9.17 eV


The molecule C8H8F2, computed with ωB97M-V/def2-TZVPD.

```
18
Properties=species:S:1:pos:R:3:forces:R:3:mulliken_charge:R:1
C -1.5341 0.8074 -1.9603 -0.856 1.252 -2.054 -1.3835
C -0.3568 0.7561 -1.0817 -0.633 0.766 -1.666 0.1429
C 0.4841 1.7612 -0.8550 -0.015 0.020 0.437 0.6145
F 0.2983 3.0039 -1.3094 -0.059 0.113 0.202 -0.3138
C 1.6126 1.4323 0.0508 0.522 -1.458 1.604 -0.6018
C 1.6034 -0.1469 -0.0407 -1.653 1.062 0.807 0.6043
F 2.6692 -0.6689 -0.7544 -0.335 -0.144 0.011 -0.3810
C 0.5926 -0.9411 0.7041 1.430 -0.177 -1.482 0.0281
C 0.4987 -1.8328 1.8975 -0.387 -1.374 -2.689 -1.1167
C 0.1408 -0.4203 -0.4386 1.613 -0.229 1.778 -0.0420
H -2.2817 0.1500 -1.5229 -0.789 0.731 0.034 0.3345
H -1.3255 0.2961 -2.8983 0.426 -0.391 -0.129 0.3298
H -1.8418 1.8615 -2.4377 0.337 -2.130 1.992 0.2672
H 2.5458 1.8710 -0.2659 0.364 0.090 0.061 0.3813
H 1.4227 1.6667 1.1651 0.131 0.145 -1.701 0.2035
H 1.1118 -2.8085 1.7019 -1.344 1.757 0.650 0.2883
H -0.5626 -1.9436 2.1072 0.041 -0.780 0.135 0.3079
H 0.8917 -1.2371 2.6429 1.208 0.746 2.012 0.3366
```
Forces are in eV/Å.

Results
Molar mass ... 142.15 g/mol
Lowest unoccupied orbital energy ... 0.0217 Eh
Net charge ... 0
E_tot ... -509.21056 hartree
HOMO ... -8.7263 eV
Relative energy (zero: lowest compared OMol25 entry of this formula, charge and spin) ... 316.29 kJ/mol
SMILES ... CC1=C(F)C[C@@]2(F)C(C)=C12
Orbital gap ... 9.32 eV


The molecule C8H8FN, computed with ωB97M-V/def2-TZVPD.

```
18
Properties=species:S:1:pos:R:3:forces:R:3:mulliken_charge:R:1
C 1.4306 -1.3312 0.8552 -0.517 1.227 -0.592 -1.5444
C 0.1985 -0.3621 0.8366 0.057 -1.640 -1.025 0.2627
C 0.6744 1.0300 0.6631 2.082 -0.159 2.454 -0.6655
C 0.6733 1.7257 -0.4337 -2.433 -1.501 -2.046 -0.5257
C -0.0679 1.2050 -1.5912 0.235 0.194 2.954 -0.2672
C -0.8570 0.1664 -1.4207 0.417 -0.776 -2.920 -0.8119
C -0.8860 -0.6968 -0.2505 -2.655 0.046 0.982 1.0795
F -0.9910 -2.0316 -0.7220 0.205 1.818 1.515 -0.3345
C -2.5107 -0.2391 0.5384 4.261 -1.709 -2.048 0.0529
N -3.5016 0.1501 0.9451 -1.188 0.466 0.573 -0.4210
H 1.8314 -1.3571 1.8330 0.521 0.430 1.174 0.4591
H 2.2430 -1.0639 0.1749 -0.400 -0.173 -0.187 0.3215
H 1.0610 -2.3058 0.7387 -0.274 -1.491 -0.744 0.4259
H -0.2814 -0.5790 1.7732 -0.226 0.493 0.517 0.3836
H 1.4076 1.4338 1.3981 -1.133 -0.483 0.204 0.3362
H 0.8823 2.7141 -0.4083 1.592 2.861 -0.134 0.4827
H -0.1030 1.6763 -2.5066 0.324 1.101 -1.792 0.4782
H -1.2034 -0.1348 -2.4235 -0.867 -0.702 1.116 0.2879
```
Forces are in eV/Å.

Results
Molar mass ... 137.16 g/mol
Lowest unoccupied orbital energy ... -0.0010 Eh
Net charge ... 0
E_tot ... -464.13402 hartree
HOMO ... -9.5032 eV
Relative energy (zero: lowest compared OMol25 entry of this formula, charge and spin) ... 298.94 kJ/mol
SMILES ... C[C@H]1C=CC=C[C@]1(F)C#N
Orbital gap ... 9.48 eV


A structure of composition C8H8N2, computed with ωB97M-V/def2-TZVPD.

```
18
Properties=species:S:1:pos:R:3:forces:R:3:mulliken_charge:R:1
C 0.6490 0.1719 2.1251 0.590 2.582 3.836 -0.7254
C -1.1969 1.1714 0.5711 5.237 2.728 6.695 -0.2952
C -1.9534 1.0883 -0.4941 -0.781 0.611 -1.191 -0.1293
C -1.5166 0.3696 -1.6291 -0.709 -0.036 -1.380 -0.5298
C -0.3362 -0.2442 -1.3946 0.795 -0.810 1.971 0.0068
C 1.2281 -1.7401 -1.5608 3.928 -1.093 -0.517 -0.3235
C 1.5009 -1.1117 -0.2591 6.448 -4.005 -0.195 -0.5224
C 0.5461 -0.2794 -0.1910 -5.627 5.528 1.832 1.0798
H 1.9470 -0.2952 2.0359 -4.710 1.824 0.566 0.1965
H 0.5660 1.4908 2.6004 0.801 -4.346 -0.404 0.2624
H -0.1523 -0.5760 2.9255 2.728 2.197 -2.777 0.2244
H -1.2097 2.1842 1.3810 -0.715 -3.498 -2.246 0.0916
H -2.8174 1.6982 -0.3583 -0.637 0.334 -0.797 0.3771
H -2.0177 0.3241 -2.6844 0.809 -0.153 2.444 0.3337
H 1.9862 -2.4216 -2.2621 -2.309 1.522 2.307 0.2720
H 2.4664 -1.1072 0.4140 -2.325 -0.579 -1.652 0.1152
N 0.1244 0.5025 0.8392 -2.874 -0.162 -1.902 0.1737
N 0.1860 -1.2257 -2.0586 -0.648 -2.644 -6.589 -0.6077
```
Forces are in eV/Å.

Results
Molar mass ... 132.17 g/mol
Lowest unoccupied orbital energy ... -0.0073 Eh
Net charge ... 0
E_tot ... -418.89720 hartree
HOMO ... -8.2456 eV
Relative energy (zero: lowest compared OMol25 entry of this formula, charge and spin) ... 757.40 kJ/mol
Orbital gap ... 8.05 eV


> Number 3 is which compound?

C8H8Br2N2O3